{"formula": "C50H96O34S7", "method": "the ωB97M-V functional and the def2-TZVPD basis", "e_homo_ev": -8.37, "energy_ev": -198857.9747, "relative_energy_kj_mol": 323.4, "homo_lumo_gap_ev": 8.0, "species": ["C", "C", "C", "O", "C", "O", "O", "H", "H", "H", "H", "H", "H", "C", "C", "C", "O", "C", "O", "O", "H", "H", "H", "H", "H", "H", "C", "C", "C", "O", "C", "O", "O", "H", "H", "H", "H", "H", "H", "C", "C", "C", "O", "C", "O", "O", "H", "H", "H", "H", "H", "H", "C", "C", "C", "O", "C", "O", "O", "H", "H", "H", "H", "H", "H", "C", "C", "C", "O", "C", "O", "O", "H", "H", "H", "H", "H", "H", "C", "C", "C", "O", "C", "O", "O", "H", "H", "H", "H", "H", "H", "C", "C", "C", "O", "C", "O", "O", "H", "H", "H", "H", "H", "H", "C", "C", "C", "O", "C", "O", "O", "H", "H", "H", "H", "H", "H", "C", "S", "O", "C", "H", "H", "H", "H", "H", "H", "C", "S", "O", "C", "H", "H", "H", "H", "H", "H", "C", "S", "O", "C", "H", "H", "H", "H", "H", "H", "C", "S", "O", "C", "H", "H", "H", "H", "H", "H", "C", "S", "O", "C", "H", "H", "H", "H", "H", "H", "C", "S", "O", "C", "H", "H", "H", "H", "H", "H", "C", "S", "O", "C", "H", "H", "H", "H", "H", "H"], "coordinates": [[1.92169, 7.50487, -5.17129], [1.14039, 7.87835, -6.45713], [-0.27436, 7.30017, -6.60344], [-1.04925, 8.39582, -6.30052], [-0.33667, 9.55394, -6.50499], [-0.73990, 10.64904, -6.51378], [1.02467, 9.26073, -6.60585], [2.22905, 6.45972, -5.13554], [1.21615, 7.74854, -4.37696], [2.77352, 8.15985, -4.98834], [1.68254, 7.45806, -7.30421], [-0.44634, 6.51111, -5.87139], [-0.49348, 6.83575, -7.56490], [-5.58512, -0.52421, -1.25114], [-6.92763, -1.10112, -1.57396], [-8.16271, -0.25957, -1.33298], [-8.74530, -0.15119, -2.61110], [-8.16307, -1.02127, -3.47679], [-8.49566, -1.15886, -4.63483], [-6.99487, -1.44278, -2.92179], [-4.74291, -1.06806, -1.67896], [-5.39343, -0.48374, -0.17890], [-5.47840, 0.50985, -1.57890], [-7.12252, -2.05661, -1.08700], [-7.91487, 0.71784, -0.91901], [-8.82648, -0.80553, -0.66259], [-4.42850, -4.41211, -7.35749], [-3.12316, -4.91763, -6.76104], [-1.91334, -4.46963, -7.49062], [-1.03810, -4.13243, -6.41291], [-1.68152, -4.09638, -5.23391], [-1.09451, -3.71159, -4.23746], [-2.94363, -4.46869, -5.42314], [-5.27296, -4.62683, -6.70260], [-4.61700, -4.77190, -8.36899], [-4.26368, -3.33995, -7.46431], [-3.21095, -6.00345, -6.72411], [-2.16176, -3.58624, -8.07886], [-1.47898, -5.27928, -8.07703], [-3.55434, -6.27151, 0.45033], [-3.21210, -7.75747, 0.00455], [-1.74874, -8.11070, -0.05291], [-1.47052, -9.02432, 1.03091], [-2.62896, -9.38960, 1.55748], [-2.75226, -10.17599, 2.47325], [-3.62065, -8.63164, 1.05946], [-3.30287, -5.53496, -0.31278], [-3.07104, -5.88786, 1.34885], [-4.62125, -6.22563, 0.66873], [-3.77910, -8.07025, -0.87225], [-1.18579, -7.18089, -0.13440], [-1.56488, -8.60219, -1.00828], [4.55246, -0.44562, 9.53445], [3.28651, 0.47589, 9.26532], [3.62056, 1.91299, 9.72413], [3.34829, 2.72001, 8.62558], [3.14328, 1.98331, 7.55054], [2.84207, 2.39489, 6.43376], [3.15470, 0.71460, 7.85550], [4.57717, -1.24998, 8.79926], [4.40725, -1.05336, 10.42757], [5.55868, -0.03607, 9.44565], [2.34638, 0.16998, 9.72433], [4.61102, 1.99605, 10.17156], [2.92962, 1.99479, 10.56318], [-0.42085, -8.82741, 8.01765], [0.55024, -7.67169, 8.06668], [2.00665, -8.04788, 7.80848], [2.36708, -7.24610, 6.66520], [1.30471, -6.59482, 6.20638], [1.38692, -5.95197, 5.20290], [0.23889, -6.74242, 7.01712], [-0.21446, -9.46287, 7.15645], [-1.44136, -8.47274, 7.87320], [-0.37878, -9.47003, 8.89707], [0.35265, -7.15270, 9.00460], [2.14693, -9.12306, 7.69709], [2.66698, -7.62636, 8.56636], [7.30352, -0.37821, -5.00570], [6.91775, 0.16814, -3.56908], [8.08910, 0.38183, -2.59125], [7.99592, 1.72329, -2.25768], [7.06399, 2.34794, -2.95137], [6.69075, 3.50075, -2.78267], [6.43628, 1.44657, -3.75025], [7.78834, -1.35108, -4.92462], [7.99407, 0.16981, -5.64673], [6.40230, -0.55757, -5.59199], [6.20511, -0.47959, -3.05849], [9.10187, 0.35763, -2.99349], [8.01216, -0.32348, -1.76376], [0.39851, -0.75165, 1.48399], [0.70211, 0.67125, 0.85324], [2.07937, 0.74463, 0.13912], [1.72122, 1.41516, -1.10120], [0.38994, 1.28983, -1.36917], [-0.12187, 1.50008, -2.45211], [-0.21460, 0.92579, -0.21825], [0.32899, -1.56325, 0.75971], [-0.55357, -0.77204, 2.01431], [1.15123, -0.90173, 2.25793], [0.66849, 1.40029, 1.66285], [2.42554, -0.26736, -0.07095], [2.80198, 1.23527, 0.79121], [-2.80721, -1.90027, 7.39505], [-4.30049, -2.33616, 7.14707], [-5.24656, -1.25644, 7.69146], [-6.22073, -1.13675, 6.72519], [-5.80025, -1.71513, 5.58509], [-6.41076, -1.59949, 4.53905], [-4.58060, -2.22440, 5.76898], [-2.65163, -0.82298, 7.33725], [-2.11814, -2.38936, 6.70651], [-2.55197, -2.33700, 8.36057], [-4.70234, -3.33016, 7.34346], [-4.69461, -0.31819, 7.74749], [-5.57900, -1.51386, 8.69711], [-3.74531, 3.41000, 4.48125], [-2.67725, 4.86549, 4.98319], [-3.27490, 6.16570, 4.47156], [-2.90629, 4.73151, 6.87053], [-3.89868, 3.22736, 3.41767], [-4.67230, 3.56465, 5.03339], [-3.41575, 2.47932, 4.94313], [-2.52673, 5.60940, 7.39337], [-2.31936, 3.87153, 7.19310], [-3.97590, 4.58868, 7.02428], [-4.86591, 2.89723, -7.74665], [-4.43133, 2.55635, -9.51657], [-5.31481, 1.38997, -9.92519], [-5.26515, 4.01463, -10.23243], [-4.42153, 3.79413, -7.31515], [-4.48681, 2.10322, -7.10327], [-5.92854, 3.02037, -7.53755], [-4.99235, 4.99783, -9.84900], [-6.25757, 3.88742, -9.79996], [-5.26186, 4.08444, -11.32019], [-4.53525, 8.45926, -2.65366], [-3.04047, 7.89222, -1.62970], [-3.09700, 8.50283, -0.25449], [-3.85141, 6.23842, -1.33094], [-5.51001, 8.45999, -2.16586], [-4.72690, 7.91154, -3.57637], [-4.38773, 9.51014, -2.90261], [-4.88823, 6.29959, -1.00024], [-3.25193, 5.67476, -0.61610], [-3.92621, 5.77173, -2.31313], [4.34046, -5.15640, -2.75662], [5.95946, -6.10953, -2.46453], [7.06759, -5.03835, -2.45535], [5.73593, -6.72398, -0.72148], [4.19047, -4.55423, -1.86051], [3.51905, -5.86959, -2.82531], [4.40095, -4.51186, -3.63355], [5.75973, -5.94816, 0.04379], [6.64609, -7.31990, -0.65388], [4.88876, -7.39355, -0.57286], [1.87029, 0.59287, -8.11329], [2.26852, 1.60636, -9.63493], [1.27745, 2.75459, -9.57589], [3.78366, 2.49920, -9.05858], [1.97183, -0.45805, -8.38415], [0.87401, 0.87233, -7.77059], [2.69563, 0.77441, -7.42485], [3.89817, 3.33699, -9.74639], [4.70332, 1.93997, -9.23058], [3.63360, 2.83375, -8.03210], [6.84602, -3.47304, 4.93436], [7.57645, -2.29552, 3.75621], [6.73014, -2.32330, 2.48982], [7.17641, -0.67279, 4.54423], [7.63470, -3.76913, 5.62603], [6.57826, -4.43338, 4.49375], [5.99341, -3.06252, 5.47530], [6.10374, -0.60080, 4.72395], [7.57996, 0.14869, 3.95226], [7.67737, -0.71581, 5.51134], [2.25489, 7.23707, 2.01459], [2.17918, 8.80719, 3.01522], [0.73896, 8.86369, 3.49687], [3.18133, 8.28422, 4.44705], [1.52580, 7.27770, 1.20535], [1.91404, 6.38268, 2.59935], [3.23429, 7.15347, 1.54353], [2.64453, 8.54614, 5.35883], [4.07619, 8.90570, 4.41422], [3.31060, 7.20206, 4.46502]], "forces_ev_per_angstrom": [[-1.277, 0.869, -0.101], [2.159, -2.517, -0.686], [1.241, -1.134, 0.964], [-1.169, 2.137, -0.310], [1.671, -1.265, 0.530], [-1.007, 1.043, -0.114], [-2.006, 0.227, -0.018], [-0.174, 0.085, -0.062], [0.104, -0.394, 0.509], [0.090, -0.086, -0.435], [0.404, 0.389, -0.169], [-0.053, 0.081, 0.223], [0.008, 0.527, -0.325], [0.717, 0.630, 0.497], [0.216, -1.217, 1.016], [0.181, 0.123, 0.561], [-0.898, -0.262, -0.455], [0.801, 1.537, -1.906], [0.377, -0.359, 2.354], [-0.737, -0.514, -2.209], [-0.286, -0.259, -0.151], [-0.260, -0.175, 0.146], [-0.222, 0.059, -0.286], [0.596, -0.006, 0.610], [-0.247, 0.098, -0.190], [-0.214, 0.334, 0.024], [0.597, 0.847, 0.367], [-2.084, -1.593, -0.437], [0.470, 0.099, 0.334], [0.953, 0.043, -0.813], [1.963, 1.277, 0.816], [-1.901, -1.075, -1.273], [-0.510, 0.243, 1.040], [0.037, 0.084, -0.148], [0.144, -0.372, 0.135], [-0.605, 0.254, 0.123], [0.356, -0.200, 0.188], [0.461, 0.054, -0.173], [0.110, 0.337, -0.132], [-0.101, -0.936, -0.502], [-0.468, 1.137, 1.894], [0.483, 0.161, -1.825], [0.821, 1.042, -1.288], [-0.769, -0.294, 2.389], [0.087, 0.930, -1.691], [-1.269, -0.735, 0.403], [-0.148, -0.232, -0.348], [0.405, -0.712, 0.144], [-0.055, 0.028, -0.253], [0.126, 0.374, -0.100], [0.634, -0.307, 1.021], [0.267, -0.432, 0.162], [-1.789, -1.245, -0.716], [3.405, 0.650, -0.304], [-0.813, -1.697, 2.022], [0.431, 1.724, 0.625], [-1.886, 1.259, -3.421], [1.144, -0.525, 2.486], [-0.183, -2.667, 0.114], [-0.333, 0.033, -0.449], [0.240, 0.563, 0.485], [-0.410, 0.726, 0.383], [0.163, -0.550, -0.451], [0.207, 0.360, -0.704], [-0.167, 1.358, -0.082], [-0.185, -0.450, -0.699], [-0.949, -0.230, 0.360], [0.497, 1.436, 0.641], [0.242, -1.607, 0.452], [0.296, 0.646, -0.985], [-0.871, 0.154, 0.346], [0.157, 0.042, -0.413], [0.094, -0.049, -0.115], [0.028, 0.109, 0.258], [0.092, 0.209, 0.137], [0.509, 0.201, 0.045], [0.165, 0.182, -0.446], [-0.083, -0.632, 0.410], [-0.357, -0.995, 0.961], [2.077, -1.329, -1.832], [0.953, -1.073, -0.989], [0.249, 1.532, 1.613], [-2.467, 1.943, 0.778], [1.281, -2.437, -0.811], [-1.007, 1.998, -0.174], [-0.107, -0.229, 0.308], [-0.084, 0.800, 0.616], [-0.124, 0.157, 0.108], [-0.375, 0.067, -0.437], [-0.091, -0.988, -0.476], [0.040, 0.505, 0.355], [-0.064, 1.518, -0.110], [0.348, -2.117, 0.011], [-1.681, -0.377, 0.067], [0.930, -0.138, 0.006], [0.301, 0.377, -0.680], [0.872, -0.440, 2.511], [-1.013, 0.093, -0.052], [0.516, 0.174, -0.133], [-0.112, 0.374, -0.065], [0.201, -0.383, -0.191], [-0.532, 0.348, -0.343], [0.147, 0.072, -0.282], [0.082, 0.512, -0.736], [-0.968, -2.065, 0.155], [0.704, 1.675, -0.152], [1.754, -0.214, 1.256], [-1.640, -0.284, -0.109], [-1.083, 1.560, -2.279], [1.282, -0.802, 1.825], [-0.041, -0.246, -1.860], [-0.291, -0.161, 0.151], [-0.235, -0.006, -0.241], [0.232, 0.542, 0.299], [0.981, -0.247, 1.015], [-0.068, 0.176, 0.121], [-0.612, 0.078, -0.216], [-0.512, 0.296, 1.631], [0.377, 0.966, -0.371], [0.149, -2.026, 0.956], [-0.397, -0.317, -1.399], [0.230, 0.652, 0.103], [-0.487, 0.263, -0.579], [0.789, 0.072, -0.064], [-0.100, 0.141, -0.510], [-0.149, -0.128, -0.096], [0.077, 0.046, 0.327], [0.141, 0.374, 0.372], [-1.004, -0.680, 0.241], [0.971, 1.241, 0.395], [-0.743, 0.407, 0.957], [0.416, 0.264, -0.585], [-0.019, -0.357, -0.463], [-0.204, -0.351, -0.610], [0.795, -0.179, 0.199], [-0.398, -0.127, -0.668], [0.062, -0.617, 0.164], [0.068, 0.788, 0.110], [-2.723, -0.773, 1.403], [0.244, 0.117, -1.478], [0.327, 0.243, -0.893], [0.319, -0.362, 0.855], [0.743, -0.242, -0.049], [0.379, -0.032, -0.137], [0.205, 0.627, 0.362], [0.035, 0.053, -0.230], [0.417, -0.408, 0.011], [0.780, -0.618, 1.140], [0.214, 2.062, -0.161], [-1.759, -1.683, 0.281], [0.501, 0.199, -0.633], [0.026, 0.139, -0.086], [0.092, -0.056, -0.175], [0.315, -0.333, 0.021], [-0.054, 0.221, -0.311], [0.008, -0.026, 0.287], [-0.125, 0.155, -0.377], [1.370, 0.037, -0.894], [-0.647, 1.702, 1.162], [0.352, -1.030, -0.392], [0.019, -0.586, -0.620], [-0.432, -0.022, -0.078], [0.287, 0.043, -0.033], [-0.460, 0.231, 0.418], [-0.506, 0.142, 0.116], [-0.080, -0.433, 0.493], [0.087, -0.054, -0.133], [0.174, 0.050, 0.671], [-1.123, 0.456, -1.858], [0.839, -0.111, 1.339], [0.136, -1.224, 0.690], [0.086, 0.421, 0.289], [-0.142, 0.430, -0.714], [-0.006, 0.010, -0.102], [0.001, 0.061, -0.312], [-0.108, -0.323, -0.136], [0.099, 0.242, 0.110], [-0.182, 0.547, 0.020], [-2.099, -1.004, 0.099], [1.530, 0.112, -0.408], [-0.258, 0.100, -0.052], [-0.059, 0.667, 0.040], [0.520, 0.058, 0.357], [0.120, -0.285, 0.340], [-0.286, 0.190, -0.249], [0.302, -0.538, 0.016], [0.434, 0.158, -0.138]], "mulliken_charge": [-1.30, 0.43, -0.40, -0.30, 0.59, -0.48, -0.37, 0.36, 0.30, 0.33, 0.28, 0.27, 0.29, -1.51, 0.59, -0.39, -0.35, 0.66, -0.55, -0.33, 0.36, 0.37, 0.35, 0.22, 0.30, 0.26, -1.42, 0.45, -0.35, -0.34, 0.70, -0.58, -0.33, 0.33, 0.37, 0.36, 0.22, 0.30, 0.28, -1.36, 0.39, -0.38, -0.33, 0.69, -0.57, -0.36, 0.39, 0.33, 0.36, 0.25, 0.31, 0.27, -1.32, 0.34, -0.47, -0.31, 0.69, -0.60, -0.36, 0.33, 0.37, 0.36, 0.35, 0.31, 0.31, -1.50, 0.57, -0.41, -0.34, 0.68, -0.56, -0.36, 0.38, 0.35, 0.38, 0.25, 0.29, 0.27, -1.36, 0.47, -0.44, -0.35, 0.68, -0.58, -0.31, 0.39, 0.35, 0.32, 0.24, 0.27, 0.32, -1.37, 0.40, -0.37, -0.33, 0.64, -0.57, -0.33, 0.33, 0.36, 0.39, 0.25, 0.25, 0.34, -1.30, 0.31, -0.50, -0.31, 0.65, -0.58, -0.31, 0.33, 0.37, 0.36, 0.38, 0.29, 0.32, -0.88, 0.51, -0.59, -0.90, 0.33, 0.31, 0.28, 0.33, 0.31, 0.30, -0.94, 0.52, -0.62, -0.91, 0.35, 0.30, 0.34, 0.35, 0.30, 0.30, -1.04, 0.56, -0.61, -0.92, 0.36, 0.36, 0.32, 0.32, 0.30, 0.34, -0.86, 0.46, -0.60, -0.84, 0.26, 0.35, 0.31, 0.28, 0.28, 0.35, -0.68, 0.47, -0.62, -0.94, 0.32, 0.28, 0.18, 0.33, 0.36, 0.30, -0.83, 0.46, -0.59, -0.87, 0.35, 0.33, 0.23, 0.26, 0.34, 0.34, -0.91, 0.49, -0.60, -0.80, 0.32, 0.28, 0.36, 0.31, 0.30, 0.25]}